1.
A structure of composition C31H37IN4O2PdSi2, computed with the ωB97M-V functional and the def2-TZVPD basis.

Computed properties:
**LUMO level (spin up / spin down)**: 4.19 / 4.18 eV
**Molar mass**: 787.159 g/mol
**HOMO (spin up / spin down)**: 0.60 / 0.58 eV

Structure (ORCA input):
```
! RIJCOSX wB97M-V def2-TZVPD def2/J DEFGRID3
* xyz -2 1
Si 1.92358 -1.72902 -0.10205
C -3.36309 1.38136 2.65246
H 3.52841 -0.76693 4.85961
C 2.44170 0.81934 -3.94546
C 0.00998 0.73397 -3.25056
H -1.52672 -0.67598 3.18214
C -3.16323 0.99801 1.32842
H -2.71975 -1.96263 3.05069
C -1.59627 4.36606 0.10786
H 3.61894 -3.03356 1.27143
H -1.04115 -4.76762 2.59065
C 1.85509 -0.11564 -6.48952
C 3.08779 -3.20842 0.33094
H -1.70386 -3.80550 -0.21192
C 0.67186 -1.28069 1.17177
C 1.15882 -2.26715 -1.75344
H 0.57671 -4.17098 2.98594
C -5.51844 0.26119 2.59515
H 1.62795 -0.48115 -7.48578
C -1.64726 -1.75790 3.12089
C 1.12580 0.51927 -4.28003
C 0.84118 0.04830 -5.55582
O 0.33864 1.38621 -2.23113
C -2.42211 0.66557 -0.64680
C -4.54548 1.00765 3.26804
H 4.48605 0.87014 -4.59955
H -6.42168 -0.03039 3.11861
N -3.66455 0.08027 -0.61151
H 1.91189 -2.30812 -2.54527
H -0.18761 -0.18769 -5.79808
H 2.30699 -2.20053 3.22863
H -6.09246 -0.71536 0.75891
H 0.70207 -3.25788 -1.66517
I 3.06154 3.72983 -0.84670
H -1.04002 3.48010 1.98253
O -1.11527 0.25949 -3.53086
C -1.85817 -2.79416 0.17516
N 0.53018 3.35957 0.63682
H 3.96254 0.04673 -6.87473
C 2.82483 -0.33098 4.15724
C 3.46049 0.64607 -4.87099
H -1.67632 -2.09399 -0.64125
H 2.64276 1.18950 -2.94839
C 1.69020 1.53935 3.23181
C 0.17818 4.47403 -1.48774
C 2.14933 -1.12958 3.25094
C -5.34338 -0.12600 1.27594
H -2.60840 4.59413 0.42243
H -1.82423 0.67373 -1.55152
Si -0.66800 -2.42597 1.62371
N -2.09818 1.22297 0.48306
C -0.73809 3.72683 0.97180
H 0.23510 -4.76949 1.36113
C -0.18457 -4.20601 2.20041
H 3.14089 1.70857 4.81004
H -1.28353 -2.18695 4.05933
H -4.71955 1.28406 4.30166
H -2.59574 1.93343 3.17928
C 0.93564 3.80169 -0.55845
C -1.15329 4.73158 -1.16400
H 3.73493 -0.33297 -1.24588
H -1.80641 5.22908 -1.86956
H 0.59809 4.79710 -2.42911
H 3.74349 -0.09691 0.51375
H -2.90750 -2.70982 0.47230
H 2.45339 0.64624 -0.45871
Pd 0.52324 1.20253 0.20139
H 2.49665 -4.12225 0.45145
H 0.38381 -1.56664 -2.06730
H 1.45111 2.59887 3.19914
C 3.10063 -0.25400 -0.35779
C 2.61268 1.04235 4.13865
H -4.06071 -0.46023 -1.35754
N 1.04109 0.77712 2.35509
C 1.29069 -0.55291 2.29805
H 3.83625 -3.39175 -0.44722
C -4.16432 0.25978 0.65246
C 3.16819 0.18169 -6.14787
*
```

---

2.
A cluster of 2 separate species, C31H37N4O in total at a distorted geometry, computed with the ωB97M-V functional and the def2-TZVPD basis.

Computed properties:
**LUMO level**: -4.61 eV
**Molar mass**: 481.664 g/mol
**HOMO**: -10.25 eV

Structure (ORCA input):
```
! RIJCOSX wB97M-V def2-TZVPD def2/J DEFGRID3
* xyz 1 1
H 2.58259 2.19392 -2.07809
H 0.14790 -3.79562 1.82915
C 7.19802 0.91958 -0.52356
H -7.48161 2.32078 -0.09838
H -1.48451 -9.37939 0.77148
H -0.52717 -1.60248 0.96383
C 2.42358 6.25971 -0.48335
C -0.09531 4.90561 -1.72537
H 2.80776 2.00726 0.96293
H 0.84384 4.11495 1.53561
H -1.63337 3.11271 -0.58909
C 3.10306 3.94353 -0.95935
H 0.06905 -7.16058 -0.10235
C 0.73487 4.27484 -0.61216
C -1.50806 -8.20361 2.62756
H -4.39626 -0.53042 -0.82385
C -6.03999 0.78601 -0.48626
C -4.70959 0.48732 -0.66732
C -2.81737 -3.36017 -0.42084
C -5.49607 3.10327 -0.19913
N 2.11071 4.85342 -0.66838
H -2.41162 -8.78587 2.84594
H 7.40863 1.76414 1.42105
O 4.28421 4.18407 -1.09533
C -0.88079 -7.30426 0.42286
H 0.31224 0.84416 -1.18071
H -0.23299 5.96928 -1.54205
C 4.47005 1.34267 -0.19438
C 5.36794 1.69463 0.80458
H -3.45646 3.62502 -0.33881
H 4.27573 0.48256 -2.13454
C 4.96212 0.76159 -1.35317
H -5.80461 4.11820 -0.00219
C -1.34413 2.10104 -0.78145
N 0.96041 2.81061 -0.87488
H -3.67832 -3.20694 -1.05458
C -2.52481 -4.63110 0.00860
H -1.50638 -6.15121 3.43393
H 3.50000 6.40406 -0.56131
H -2.09702 0.12562 -0.91410
C -0.89979 -8.59260 1.26370
C -1.08808 -2.48451 0.69235
H -0.79690 4.00128 0.92534
C -0.70873 -3.70980 1.18552
H -2.89376 -6.52479 2.40614
C -1.82120 -6.70034 2.54100
N -2.12302 -2.27812 -0.10628
H -6.77671 -0.00026 -0.52218
H -1.67492 -7.31163 -0.33054
H 6.68286 0.11199 -2.42852
H 8.25602 0.76290 -0.65695
H 0.11530 -8.98852 1.39059
C 2.99815 1.59925 -0.03432
H 5.00349 2.15080 1.70976
C -2.35521 1.16444 -0.80755
C 6.72142 1.48328 0.64057
C -3.72861 1.49670 -0.62715
H 1.93371 6.85940 -1.24789
H 2.09425 6.59568 0.49834
H -1.07627 4.45073 -1.83007
H 2.45688 0.64738 -0.07421
H -0.79917 -8.40638 3.43945
C -1.43464 -4.84746 0.84284
H -3.14139 -5.46441 -0.27625
H 0.42115 4.79208 -2.67709
C 2.42900 2.58127 -1.06287
C -0.00222 1.84647 -0.95966
N -1.11417 -6.15830 1.34646
C -6.43915 2.09156 -0.24968
H 0.01625 5.56089 0.97093
C 6.31587 0.55486 -1.51787
C 0.15845 4.49898 0.78209
C -4.16513 2.81827 -0.38851
*
```

---

3.
A structure of composition C31H38AsHgNP2 at a distorted geometry, computed with the ωB97M-V functional and the def2-TZVPD basis.

Computed properties:
**<S²>**: 0.759
**LUMO level (spin up / spin down)**: -2.73 / -3.22 eV
**Molar mass**: 762.112 g/mol
**HOMO (spin up / spin down)**: -8.26 / -10.62 eV

Structure (ORCA input):
```
! RIJCOSX wB97M-V def2-TZVPD def2/J DEFGRID3
* xyz 1 2
H -4.05312 -16.66984 4.36192
C 4.95192 -13.45172 6.34838
H 0.61977 -9.97165 11.07699
H 1.22515 -15.20730 15.03324
C -1.13782 -10.84402 10.14677
C 1.94517 -18.04515 8.70561
C 3.11132 -17.68779 12.50375
As 2.53890 -15.80209 12.99015
C -1.59405 -11.66163 9.12715
H -0.65048 -18.35406 6.21494
H 2.45753 -15.67159 6.28271
H 4.97414 -15.92951 14.04807
H 5.09993 -13.67249 13.14740
C 1.04154 -15.88468 14.24422
C -2.34398 -17.58308 5.32928
C 1.62772 -20.40859 9.20108
C 3.91407 -13.98750 7.12172
C 0.53212 -17.90807 8.64340
C -1.54611 -16.57706 7.26884
H -4.52026 -15.20380 6.22463
H 3.56311 -19.41782 9.07668
H -0.46653 -16.53226 12.94844
H -1.05392 -13.17716 7.71480
C 1.37867 -15.64938 6.26295
C 4.07819 -15.26907 14.18519
H -1.02969 -15.62807 14.27407
H 3.51663 -13.29896 13.76119
C 0.26167 -20.21671 9.31951
H 2.09967 -21.31420 9.47673
C 5.15240 -12.04598 6.33469
C 4.66559 -17.90346 12.37852
C -2.67558 -15.67565 7.25893
C 4.42842 -13.81014 14.01111
H 5.15073 -18.02305 13.32394
H 1.11437 -16.95766 14.66412
H 3.77466 -15.55175 15.18874
H 5.60936 -14.12434 5.79421
C 2.46762 -19.26747 8.99636
H 1.01339 -14.99151 5.47145
H 3.96857 -15.05022 7.35363
C -3.62267 -15.79230 6.25889
H 1.98039 -11.18384 7.26633
H 4.29204 -10.11379 6.73686
C 0.23468 -10.68313 10.38546
H 2.57599 -17.20695 8.52879
C -0.25832 -15.66478 13.51292
C 0.63448 -12.44818 8.81643
H -0.36235 -21.10609 9.51842
H 0.90326 -16.64477 6.05367
H -2.25961 -18.31805 4.50412
P 1.62898 -13.88381 8.47620
C -3.43472 -16.72250 5.23192
H 5.12665 -16.99601 11.93387
H 4.84882 -18.81915 11.80427
P -0.24122 -16.25704 8.43098
H -2.80626 -14.92892 8.04730
H 2.56504 -17.80147 11.55427
C -0.27180 -18.98228 8.97481
C 4.10889 -11.18141 6.77605
H -0.40737 -14.78927 12.91313
Hg 2.31767 -15.16457 10.53931
C 1.14780 -11.47909 9.71572
H 2.76357 -18.34218 13.34547
H -1.34586 -18.86082 8.85480
C 2.89147 -13.12804 7.48992
H -2.68066 -11.79884 9.03602
C -1.37844 -17.55180 6.27728
C 2.89661 -11.73604 7.16643
H 4.82938 -13.32040 14.89440
H -1.77076 -10.44316 10.90940
N 0.94997 -15.16061 7.57756
C -0.71438 -12.45267 8.46804
H 2.22263 -11.53039 9.89329
H 6.20500 -11.61690 6.18221
*
```

---

Computed values of calculated total energy (unit: Ha) for the preceding records, in sequence: -2577.61424, -1497.49817, -4330.38574.